1.
ORCA calculation (ωB97M-V/def2-TZVPD) on a molecular structure, C4H10O4P.

Geometry (Å):
P -1.731 -0.387 -0.376
O 3.824 -1.752 -1.169
O -1.337 1.763 -1.587
O -1.009 0.095 2.280
O 1.803 -1.064 -0.806
C 3.019 -0.793 -1.115
C 0.621 -0.168 -0.362
C -1.735 -0.773 1.474
C -1.783 1.481 -0.234
H -1.290 -1.719 1.538
H -2.780 1.801 -0.282
H -1.163 0.102 3.256
H -1.088 1.724 0.555
H 0.602 -0.194 0.749
H -2.899 -0.754 1.442
H 3.548 0.171 -1.385
H -0.871 2.568 -1.701
H 0.683 0.586 -1.135
H 3.584 -2.688 -1.143

Properties
- Relative energy (zero: lowest compared OMol25 entry of this formula, charge and spin): 139.9 kcal/mol
- LUMO level: -4.194 eV
- HOMO energy: -12.81 eV
- HOMO-LUMO gap: 0.3167 hartree
- Total charge: +1

How is the electron density shared among the atoms? According to Mulliken, the charges in e are: 0.204, -0.346, -0.506, -0.503, -0.325, 0.468, -0.638, -0.522, -0.545, 0.428, 0.420, 0.303, 0.429, 0.300, 0.362, 0.386, 0.294, 0.377, 0.413

2.
ORCA calculation (ωB97M-V/def2-TZVPD) on a molecular structure, C33H25BiBrN9.

Geometry (Å):
Bi 0.304 0.075 -0.468
Br -3.069 -3.072 2.357
N 0.219 -2.640 2.048
N 3.193 2.020 -1.304
N 0.822 2.194 -0.937
N 0.322 -0.240 1.839
N -1.385 3.145 -1.171
N 2.648 0.148 0.100
N -2.523 -2.126 -0.181
N 0.651 -2.502 -0.270
N -1.704 1.249 0.266
C -4.383 -3.641 -0.090
C 1.782 3.433 -2.672
C -2.493 0.637 1.184
C 0.567 -3.233 0.829
C -3.839 2.573 1.438
C 5.186 0.366 1.225
C 2.095 4.917 -4.485
C -2.762 -1.977 -1.492
C 3.119 -0.769 0.986
C 4.352 -0.704 1.564
C 3.483 1.142 -0.289
C 0.990 -3.104 -1.423
C 2.641 4.004 -3.590
C -0.021 -0.060 4.578
C 0.742 5.250 -4.441
C 1.145 -5.214 -0.362
C -0.045 -1.273 3.949
C -0.111 4.680 -3.502
C 4.755 1.269 0.291
C 0.227 1.098 3.829
C -3.335 -2.933 0.475
C 2.033 2.469 -1.590
C 0.809 -4.607 0.827
C -3.776 -2.627 -2.168
C -3.079 3.188 0.474
C -0.168 3.007 -1.521
C -2.015 2.504 -0.127
C -4.598 -3.481 -1.448
C 0.380 0.960 2.487
C 1.242 -4.449 -1.523
C 0.438 3.763 -2.629
C -3.556 1.251 1.787
C 0.170 -1.364 2.559
H 1.041 -2.461 -2.298
H -5.406 -4.011 -1.935
H -3.283 4.193 0.133
H -4.662 3.099 1.903
H -5.006 -4.282 0.516
H 3.692 3.748 -3.607
H -3.923 -2.465 -3.227
H -0.204 -2.184 4.512
H 0.737 -5.179 1.744
H 0.283 2.075 4.288
H 1.504 -4.892 -2.473
H 2.460 -1.592 1.219
H 4.668 -1.471 2.257
H -2.107 -1.287 -2.019
H -0.177 -0.002 5.647
H 0.546 1.827 1.855
H -0.008 -3.329 2.747
H -4.158 0.710 2.504
H 0.349 5.970 -5.147
H 6.165 0.465 1.675
H -1.159 4.943 -3.454
H -2.249 -0.391 1.413
H 5.371 2.089 -0.050
H 1.341 -6.278 -0.389
H 2.732 5.383 -5.225

Properties
- Relative energy (zero: lowest compared OMol25 entry of this formula, charge and spin): 10.8 kcal/mol
- LUMO level: -5.893 eV
- HOMO energy: -13.58 eV
- HOMO-LUMO gap: 0.2826 hartree
- Total charge: +2

How is the electron density shared among the atoms? According to Mulliken, the charges in e are: 1.637, -0.087, 0.619, -0.488, -0.211, 0.761, -0.466, 0.175, 0.169, 0.637, 0.292, -0.799, 0.163, 0.259, 0.234, -0.485, -0.451, -0.647, 0.028, 0.037, -1.132, 0.293, -0.388, -0.270, -0.656, -0.656, -0.468, -1.097, -0.229, -0.638, -1.037, 0.437, 0.012, -1.278, -0.995, -0.641, -0.126, 0.223, -0.253, -0.260, -0.906, 0.269, -1.182, 0.273, 0.378, 0.410, 0.534, 0.462, 0.455, 0.544, 0.452, 0.547, 0.545, 0.543, 0.483, 0.474, 0.497, 0.310, 0.471, 0.393, 0.305, 0.521, 0.426, 0.447, 0.543, 0.188, 0.512, 0.462, 0.426

3.
ORCA calculation (ωB97M-V/def2-TZVPD) on C20H37N5O8P2S3 in the gas phase.

Geometry (Å):
S -0.384 4.562 -0.571
S -3.195 1.350 2.856
S -1.610 0.392 -3.575
P -1.150 3.238 -1.715
P 3.035 -2.729 -0.888
O -2.573 3.729 -2.269
O 4.474 -2.892 -0.253
O -2.106 -0.954 3.821
O 2.980 -2.849 -2.350
O 2.241 -3.879 -0.131
O -0.222 2.998 -2.998
O -0.034 3.229 2.340
O -2.130 -1.896 -1.462
N -3.867 -2.317 3.818
N -4.276 -1.061 3.370
N -0.779 -0.546 -0.215
N 3.336 2.174 1.705
N -4.516 1.932 -3.705
C -3.274 1.033 1.056
C -1.720 -0.822 -1.170
C 1.637 -0.449 -1.493
C -3.212 -0.308 3.389
C 0.974 0.891 -1.175
C -3.701 0.412 -1.946
C -0.281 0.860 -0.274
C 2.291 -1.162 -0.316
C 0.894 -4.066 -0.601
C 0.854 2.386 1.607
C -2.590 -2.201 4.077
C 2.087 2.083 2.475
C 0.095 -4.738 0.499
C 5.378 -1.777 -0.455
C -4.394 1.634 -2.483
C -1.542 1.609 -0.873
C -2.161 0.516 -1.805
C -2.484 2.091 0.259
C 5.617 -1.051 0.864
C 0.112 1.103 1.196
H 2.429 -0.217 -2.204
H -4.161 0.103 -1.016
H -0.774 -5.234 0.082
H -0.249 -3.998 1.216
H -4.850 2.302 -1.760
H 4.733 -1.182 1.479
H -1.885 2.673 0.952
H 1.733 1.540 -0.744
H -0.705 2.689 -3.775
H 2.127 2.854 3.236
H 3.459 1.331 1.160
H -0.971 -0.886 0.714
H 0.419 -3.116 -0.836
H 1.218 2.942 0.756
H 1.526 -1.476 0.388
H 6.295 -2.210 -0.832
H -0.394 -0.144 -3.432
H 4.982 -1.115 -1.222
H 1.978 1.128 3.000
H 3.029 -0.536 0.170
H 6.433 -1.533 1.389
H -3.209 2.790 -0.143
H -2.980 0.008 0.891
H 5.824 -0.001 0.694
H 0.763 0.266 1.438
H -0.750 1.013 1.853
H 0.713 -5.463 1.016
H -1.914 -2.950 4.439
H -0.321 2.740 3.117
H -4.088 1.207 -4.285
H -3.898 -0.396 -2.642
H -2.739 3.476 -3.187
H -4.325 1.087 0.797
H 0.985 -1.122 -2.037
H 4.112 2.246 2.348
H 0.892 -4.681 -1.493
H 0.756 1.341 -2.133

Properties
- LUMO level: 0.147 eV
- HOMO energy: -8.99 eV
- HOMO-LUMO gap: 0.3359 hartree
- Structure (SMILES): [H]/N=C\C[C@]1(S)C(=O)N[C@](CCCP(=O)(OCC)OCC)(C[C@@H](O)CN)[C@@]1(CCSc1nnco1)P(O)(O)=S
- Total charge: 0

How is the electron density shared among the atoms? According to Mulliken, the charges in e are: -0.407, -0.270, -0.326, 0.669, 0.904, -0.628, -0.462, -0.213, -0.774, -0.440, -0.619, -0.608, -0.606, -0.398, -0.323, -0.227, -0.613, -0.668, -1.536, -1.292, -1.331, 0.714, -0.952, -1.411, 1.659, 1.152, 0.419, -0.662, -0.040, -1.128, -1.315, -0.390, -0.407, 1.007, 2.439, -2.627, -1.058, -0.680, 0.471, 0.396, 0.385, 0.193, 0.411, 0.333, 1.145, 0.354, 0.437, 0.590, -0.017, 0.517, -0.243, 0.630, -0.062, 0.490, 0.229, 0.342, 0.294, -0.719, 0.369, 0.869, 0.633, 0.256, 0.360, -0.203, 0.364, 0.434, 0.463, 0.308, 0.747, 0.462, 0.608, 0.378, 0.298, 0.374, 0.550

4.
ORCA calculation (ωB97M-V/def2-TZVPD) on 2 unconnected molecules or ions with the total composition C3HCl3N2.

Geometry (Å):
Cl 1.610 -2.470 -0.753
Cl 4.421 1.362 -1.409
Cl 0.998 -0.678 1.698
N 1.831 2.298 1.543
N 1.456 0.362 -0.507
C 1.319 -0.679 0.090
C 2.285 2.169 0.547
C 3.572 2.421 -0.361
H 2.150 0.780 -1.249

Properties
- Relative energy (zero: lowest compared OMol25 entry of this formula, charge and spin): 127.6 kcal/mol
- LUMO level (alpha / beta): -2.282 / -2.278 eV
- HOMO energy (alpha / beta): -10.00 / -10.05 eV
- HOMO-LUMO gap (alpha / beta): 0.2835 / 0.2857 hartree
- Total charge: 0

How is the electron density shared among the atoms? According to Mulliken, the charges in e are: -0.258, -0.010, -0.046, -0.321, -0.334, 0.380, 0.611, -0.238, 0.216

5.
ORCA calculation (ωB97M-V/def2-TZVPD) on a molecular structure, C7H26FFeO6S.

Geometry (Å):
Fe -40.634 2.157 -32.783
S -43.301 2.085 -30.634
F -41.667 1.047 -33.844
O -39.580 0.460 -32.127
O -41.903 2.141 -31.215
O -41.117 3.881 -33.825
O -42.473 -1.079 -32.214
O -43.696 2.476 -35.249
O -43.637 -1.303 -37.172
C -43.348 3.473 -29.512
C -44.700 2.357 -34.279
C -42.920 -0.803 -36.068
C -43.282 0.783 -29.417
C -39.718 -0.082 -30.787
C -41.964 4.860 -33.168
C -43.851 -1.375 -32.395
H -42.419 -1.596 -35.489
H -44.481 -0.479 -32.300
H -39.268 0.612 -30.084
H -42.187 5.669 -33.857
H -42.198 -0.489 -32.933
H -44.056 -1.809 -33.377
H -42.887 4.355 -32.903
H -43.653 -0.324 -35.424
H -43.025 -1.718 -37.787
H -43.367 -0.161 -29.948
H -44.846 1.315 -33.972
H -42.151 -0.081 -36.359
H -40.776 -0.224 -30.596
H -41.472 5.254 -32.279
H -44.489 2.929 -33.355
H -42.962 1.900 -35.006
H -44.137 -2.099 -31.635
H -44.350 3.565 -29.098
H -45.618 2.746 -34.712
H -42.629 3.285 -28.715
H -39.229 -1.049 -30.730
H -42.362 0.828 -28.839
H -44.153 0.957 -28.784
H -43.080 4.357 -30.082
H -39.190 -0.205 -32.701
H -40.587 4.335 -34.487

Properties
- LUMO level (alpha / beta): -3.446 / -3.877 eV
- HOMO energy (alpha / beta): -12.10 / -12.10 eV
- Expectation value of S²: 6.0068
- HOMO-LUMO gap (alpha / beta): 0.3181 / 0.3022 hartree
- Total charge: +1
- Multiplicity: 5

How is the electron density shared among the atoms? According to Mulliken, the charges in e are: 0.585, 0.724, -0.401, -0.347, -0.137, -0.268, -0.423, -0.523, -0.533, -1.172, -0.149, -0.222, -1.073, -0.373, -0.337, -0.728, 0.229, 0.215, 0.250, 0.358, 0.282, 0.318, -0.076, -0.037, 0.300, 0.212, 0.047, 0.254, -0.016, 0.294, -0.057, 0.259, 0.323, 0.455, 0.348, 0.359, 0.364, 0.365, 0.480, 0.312, 0.281, 0.258

6.
ORCA calculation (ωB97M-V/def2-TZVPD) on 5 unconnected molecules or ions with the total composition C26H32Cl16IN3S.

Geometry (Å):
I -1.646 -2.636 2.424
Cl 3.863 -1.393 -5.807
Cl 1.579 -3.145 -5.983
Cl -10.101 2.320 -1.077
Cl -0.779 -8.866 1.523
Cl -3.030 2.978 -5.201
Cl -2.788 5.574 -3.971
Cl -5.068 4.970 -5.634
Cl 1.671 -1.088 -3.964
Cl -8.018 2.416 -3.068
Cl 3.415 -3.386 -3.773
Cl -7.396 2.967 -0.310
Cl -0.035 -6.518 3.023
Cl -4.803 3.727 -3.050
Cl -8.064 0.280 -1.125
Cl -2.471 -7.919 3.660
Cl -2.275 -6.422 1.207
S 1.846 3.881 1.970
N -4.204 0.637 0.249
N 1.589 -1.655 1.609
N 1.287 0.997 0.795
C -3.306 -0.376 -1.835
C 5.966 -0.665 3.501
C 3.711 -1.132 2.554
C 4.529 1.108 2.405
C -1.388 -7.430 2.353
C -8.397 1.992 -1.398
C 4.809 -0.344 5.724
C -0.497 -2.303 0.633
C -0.850 0.576 -0.202
C 1.170 -3.394 -0.939
C 1.047 4.734 -0.568
C 1.779 5.166 0.698
C 3.406 1.550 1.779
C 0.538 -1.257 0.954
C -4.413 0.475 -1.201
C 0.104 -3.621 0.140
C 2.632 -2.255 -4.880
C -0.788 0.275 -1.702
C 4.705 -0.237 2.803
C 5.881 -0.648 5.007
C 0.369 0.107 0.539
C -2.128 0.424 -2.426
C 2.542 -0.729 1.891
C -3.919 4.312 -4.464
C 2.386 0.612 1.492
C 3.319 2.998 1.376
H 1.269 -4.285 -1.557
H -0.963 1.645 -0.027
H 3.865 -0.093 5.258
H 0.829 5.613 -1.181
H 6.796 -0.926 5.524
H 0.891 -2.554 -1.577
H 0.513 -4.205 0.963
H -1.978 0.101 -3.460
H -4.448 1.458 -1.669
H 1.668 4.077 -1.178
H -2.397 1.482 -2.483
H -0.704 -4.211 -0.299
H -4.652 -0.117 0.753
H -4.622 1.498 0.575
H 0.100 4.247 -0.346
H -3.762 -0.961 -2.638
H -1.730 0.100 0.239
H 4.865 -0.351 6.804
H 5.314 1.823 2.625
H -5.379 -0.003 -1.390
H -0.080 0.980 -2.149
H 6.808 -0.040 3.194
H 1.350 6.066 1.133
H -2.972 -1.105 -1.092
H 6.212 -1.683 3.183
H -1.183 -1.951 -0.130
H 2.131 -3.160 -0.485
H -0.391 -0.728 -1.883
H 4.183 3.510 1.802
H 2.815 5.406 0.450
H 3.404 3.077 0.290
H 3.809 -2.169 2.854

Properties
- LUMO level: -0.077 eV
- HOMO energy: -8.04 eV
- HOMO-LUMO gap: 0.2928 hartree
- Structure (SMILES): C=CCc1cc(CSCC)c2nc(CCCCCN)c([C@H](I)CC)nc2c1.ClC(Cl)(Cl)Cl.ClC(Cl)(Cl)Cl.ClC(Cl)(Cl)Cl.ClC(Cl)(Cl)Cl
- Total charge: 0

How is the electron density shared among the atoms? According to Mulliken, the charges in e are: 0.001, -0.105, -0.111, -0.099, -0.102, -0.097, -0.104, -0.114, -0.029, -0.074, -0.098, -0.102, -0.087, -0.058, -0.108, -0.095, -0.078, -0.131, -0.463, -0.411, -0.213, -0.618, -1.239, -0.182, -0.894, 0.334, 0.366, -0.702, -0.040, -0.548, -0.750, -0.898, -0.504, 0.317, 0.320, 0.341, -0.042, 0.319, 0.163, 0.326, -0.146, -0.148, -0.700, -0.196, 0.312, 0.211, -0.699, 0.430, 0.486, 0.240, 0.414, 0.341, -0.102, 0.054, 0.425, -0.348, 0.243, 0.233, 0.389, 0.216, 0.183, 0.157, 0.492, 0.189, 0.282, 0.375, -0.016, 0.519, 0.404, 0.417, 0.225, 0.374, -0.031, 0.335, -0.508, 0.353, 0.299, 0.405, 0.500

7.
ORCA calculation (ωB97M-V/def2-TZVPD) on C4H10N2O in the gas phase.

Geometry (Å):
O 0.847 1.497 -0.723
N -1.969 0.990 -0.449
N 1.000 -0.820 -0.350
C -1.092 0.210 1.762
C 0.421 0.495 -0.196
C -0.980 0.213 0.237
C 2.029 -0.982 -1.363
H -0.703 -0.986 -0.040
H -0.350 -0.443 2.220
H 3.004 -0.666 -0.981
H -0.942 1.224 2.140
H 2.109 -2.013 -1.713
H -2.628 1.454 0.168
H -1.539 1.712 -1.018
H 1.782 -0.339 -2.209
H -2.088 -0.115 2.065
H 1.099 -1.432 0.449

Properties
- Relative energy (zero: lowest compared OMol25 entry of this formula, charge and spin): 59.6 kcal/mol
- LUMO level: 0.851 eV
- HOMO energy: -8.46 eV
- HOMO-LUMO gap: 0.3423 hartree
- Structure (SMILES): CNC(=O)[C@@H](C)N
- Total charge: 0

How is the electron density shared among the atoms? According to Mulliken, the charges in e are: -0.573, -0.644, -0.301, -1.356, 0.269, 0.536, -0.867, 0.227, 0.350, 0.282, 0.361, 0.311, 0.265, 0.241, 0.284, 0.336, 0.279

8.
ORCA calculation (ωB97M-V/def2-TZVPD) on C6H11ClO2S in the gas phase.

Geometry (Å):
Cl 2.051 -2.191 -0.191
S 2.583 0.629 0.054
O 3.911 0.144 -0.157
O 2.504 1.754 0.926
C -0.641 0.793 1.207
C -0.927 -1.754 0.774
C -0.700 -0.169 -1.095
C -0.261 -0.395 0.383
C 1.528 -0.718 0.561
C -0.691 1.292 -1.516
H -1.594 1.732 -1.156
H -0.802 0.434 2.173
H -1.524 1.133 0.806
H -0.064 -0.817 -1.785
H 0.150 1.660 1.330
H 0.171 1.855 -1.194
H -1.940 -1.791 0.684
H -0.492 -2.474 0.130
H -0.782 1.474 -2.529
H -1.691 -0.555 -1.295
H -0.789 -2.036 1.890

Properties
- Relative energy (zero: lowest compared OMol25 entry of this formula, charge and spin): 72.9 kcal/mol
- LUMO level (alpha / beta): -1.911 / -1.813 eV
- HOMO energy (alpha / beta): -9.58 / -9.49 eV
- HOMO-LUMO gap (alpha / beta): 0.2819 / 0.2823 hartree
- Structure (SMILES): CCC(C)(C)C(Cl)=S(=O)=O
- Total charge: 0

How is the electron density shared among the atoms? According to Mulliken, the charges in e are: -0.093, 0.818, -0.529, -0.500, -1.691, -1.930, -0.612, 1.437, 0.082, -1.326, 0.401, 0.465, 0.413, 0.326, 0.262, 0.247, 0.571, 0.487, 0.444, 0.405, 0.324

Which value of total charge does entry 5 give?
+1

What is the formula in the fourth record?
C3HCl3N2